Below is 2 unconnected molecules or ions with the total composition C32H35NO5 in a non-equilibrium geometry, with properties calculated with the ωB97M-V functional and the def2-TZVPD basis.

Each line ends with the Mulliken charge.
Atoms and positions in Å:
C: -4.380 -2.484 3.851  -1.14
C: -2.957 -2.632 3.387  -0.21
O: -2.385 -1.305 3.459  -0.23
C: -1.125 -1.263 2.995  0.30
C: -0.458 0.058 2.959  -0.28
C: -1.212 1.311 3.055  0.66
O: -0.741 2.449 2.971  -0.85
O: -2.528 1.175 3.282  -0.01
C: -3.185 2.418 3.630  -0.19
C: -4.551 1.984 4.084  -1.18
C: 0.955 0.107 2.960  0.29
C: 1.713 1.310 2.775  -0.31
C: 3.074 1.355 2.976  -0.78
C: 3.796 0.183 3.340  0.89
O: 5.123 0.306 3.611  -0.47
C: 5.858 -0.852 4.086  -0.87
C: 3.093 -1.043 3.415  -0.44
C: 1.727 -1.064 3.220  -1.04
O: -0.601 -2.313 2.614  -0.78
H: -4.877 -3.456 3.855  0.42
H: -4.437 -2.076 4.866  0.26
H: -4.946 -1.825 3.185  0.23
H: -2.386 -3.311 4.038  0.26
H: -2.908 -2.983 2.346  0.28
H: -2.626 2.906 4.442  0.35
H: -3.210 3.073 2.747  0.21
H: -5.140 2.839 4.421  0.43
H: -5.101 1.475 3.284  0.19
H: -4.461 1.284 4.922  0.26
H: 1.180 2.218 2.517  0.75
H: 3.606 2.301 2.876  0.41
H: 6.867 -0.469 4.237  0.26
H: 5.456 -1.230 5.037  0.35
H: 5.871 -1.659 3.340  0.31
H: 3.617 -1.971 3.654  0.32
H: 1.217 -2.016 3.268  0.43
C: -1.123 -1.413 -4.883  -1.61
C: -1.703 -0.588 -3.814  0.09
N: -3.018 -0.644 -3.502  0.22
C: -3.963 -1.562 -4.113  -0.91
C: -3.321 0.238 -2.460  0.28
C: -2.110 0.855 -2.060  1.17
C: -2.120 1.632 -0.906  -0.06
C: -3.340 1.872 -0.260  -0.80
C: -4.526 1.241 -0.676  -0.76
C: -4.525 0.384 -1.786  -1.22
C: -1.058 0.340 -2.940  1.38
C: 0.309 0.571 -2.873  -0.69
C: 0.929 1.644 -2.157  0.49
C: 0.373 2.952 -2.102  -0.74
C: 0.935 3.927 -1.289  -0.33
C: 2.077 3.646 -0.524  1.14
C: 2.628 4.687 0.400  -1.66
C: 2.698 2.394 -0.654  -0.54
C: 2.157 1.422 -1.480  -1.03
H: -0.070 -1.131 -4.969  0.34
H: -1.185 -2.492 -4.662  0.37
H: -1.615 -1.240 -5.854  0.37
H: -4.935 -1.439 -3.631  0.33
H: -4.059 -1.358 -5.188  0.31
H: -3.625 -2.599 -3.981  0.33
H: -1.192 2.039 -0.511  0.52
H: -3.371 2.564 0.583  0.32
H: -5.452 1.404 -0.126  0.41
H: -5.408 -0.156 -2.127  0.20
H: 0.956 -0.155 -3.370  0.33
H: -0.505 3.184 -2.712  0.47
H: 0.482 4.921 -1.227  0.43
H: 3.548 4.341 0.880  0.33
H: 2.852 5.617 -0.138  0.46
H: 1.909 4.941 1.190  0.31
H: 3.612 2.185 -0.092  0.30
H: 2.639 0.448 -1.596  0.39

The calculated total energy comes out at -45476.97508 eV. As for the energy above the lowest of the compared OMol25 structures with the same formula, charge and spin: 9.0 kcal/mol. As for the frontier orbital gap: 2.3 eV. Its net charge is 0. Its LUMO energy is -2.469 eV.

Below is a molecular structure, C32H36AlFN4OSeSi, with properties calculated with the ωB97M-V functional and the def2-TZVPD basis.

Each line ends with the Mulliken charge.
Atoms and positions in Å:
Al: 0.132 0.870 -0.039  -0.39
C: -2.061 -2.893 -0.035  -1.78
C: -0.953 -1.937 0.260  0.58
N: -1.124 -0.671 0.355  1.03
N: -2.444 -0.213 0.437  -0.82
C: -2.446 1.094 0.466  -0.39
O: -1.385 1.819 0.319  0.02
C: -3.710 1.833 0.680  0.60
C: -3.622 3.190 0.968  -0.21
C: -4.777 3.925 1.191  -0.75
C: -6.018 3.307 1.114  -0.46
C: -6.105 1.951 0.814  -0.75
C: -4.953 1.211 0.599  -0.31
C: 0.404 -2.475 0.560  1.02
C: 0.865 -3.640 -0.033  -0.84
C: 2.111 -4.121 0.334  -0.41
C: 2.838 -3.434 1.288  -0.70
C: 2.288 -2.281 1.833  -0.27
N: 1.097 -1.810 1.485  -0.21
H: -3.023 -2.417 0.128  0.36
H: -1.998 -3.195 -1.085  0.34
H: -1.977 -3.791 0.577  0.48
H: -2.646 3.659 1.016  0.26
H: -4.708 4.981 1.420  0.48
H: -6.919 3.882 1.286  0.40
H: -7.073 1.471 0.745  0.41
H: -5.002 0.155 0.365  0.46
H: 0.270 -4.150 -0.781  0.38
H: 2.505 -5.022 -0.120  0.44
H: 3.809 -3.781 1.615  0.40
H: 2.826 -1.708 2.581  0.43
C: -1.012 3.250 -3.438  -1.12
Si: -0.951 1.412 -3.110  0.40
C: -0.595 0.419 -4.650  -1.18
C: -2.673 0.920 -2.606  -1.03
N: 0.262 1.027 -1.907  1.61
C: 1.602 1.062 -2.333  0.13
C: 2.152 1.756 -3.423  -0.14
C: 3.515 1.711 -3.694  -1.11
C: 4.393 0.988 -2.898  -0.63
C: 3.888 0.286 -1.809  -1.15
C: 2.540 0.348 -1.596  0.08
F: 1.992 -0.340 -0.525  0.24
H: -1.399 3.472 -4.438  0.45
H: -0.039 3.735 -3.332  0.27
H: -1.686 3.712 -2.710  0.30
H: -1.366 0.603 -5.405  0.38
H: -0.629 -0.644 -4.390  0.27
H: 0.375 0.616 -5.107  0.40
H: -3.295 0.991 -3.504  0.53
H: -3.102 1.589 -1.858  0.07
H: -2.741 -0.104 -2.228  0.24
H: 1.510 2.348 -4.061  0.41
H: 3.897 2.265 -4.543  0.41
H: 5.453 0.977 -3.109  0.41
H: 4.518 -0.288 -1.141  0.48
C: -1.433 7.402 1.796  -1.56
C: -0.735 6.072 1.672  0.82
C: 0.120 5.804 0.614  -1.18
C: 0.799 4.591 0.499  1.03
C: 1.692 4.363 -0.693  -1.36
C: 0.614 3.623 1.490  0.14
Se: 1.613 1.976 1.415  -0.03
C: -0.270 3.853 2.553  0.97
C: -0.549 2.815 3.609  -1.90
C: -0.923 5.079 2.625  -0.76
H: -1.327 7.990 0.884  0.36
H: -1.012 7.984 2.619  0.33
H: -2.498 7.276 1.998  0.31
H: 0.262 6.555 -0.157  0.25
H: 1.587 5.182 -1.406  0.38
H: 1.449 3.429 -1.202  0.03
H: 2.740 4.291 -0.397  0.31
H: -0.690 1.829 3.167  0.29
H: -1.443 3.080 4.174  0.37
H: 0.286 2.730 4.307  0.39
H: -1.611 5.256 3.448  0.35

The calculated total energy comes out at -124321.12094 eV. As for the energy above the lowest of the compared OMol25 structures with the same formula, charge and spin: 22.9 kcal/mol. As for the frontier orbital gap: 7.4 eV. Its net charge is 0. Its LUMO energy is -0.435 eV.

Below is a molecular structure, C32H36BF3GeN5O21STi, with properties calculated with the ωB97M-V functional and the def2-TZVPD basis.

Each line ends with the Löwdin spin population.
Atoms and positions in Å:
Ti: 0.063 -0.418 0.783  0.09
C: 2.154 1.167 3.051  0.00
C: 1.551 -0.147 3.515  0.00
C: 2.602 -1.015 4.194  0.00
C: 0.363 0.052 4.439  0.00
O: 1.076 -0.875 2.324  0.00
Ge: 1.896 -2.627 1.700  0.00
O: 3.220 -1.730 0.876  0.00
C: 4.509 -2.197 0.476  0.00
C: 4.625 -3.716 0.607  0.00
C: 4.720 -1.776 -0.973  0.00
C: 5.538 -1.511 1.370  0.00
O: 0.471 -2.176 0.233  0.01
C: 0.025 -3.149 -0.773  0.00
C: 1.100 -3.194 -1.846  0.00
C: -1.308 -2.667 -1.323  0.00
C: -0.134 -4.501 -0.094  0.00
H: 2.569 1.692 3.915  0.00
H: 1.392 1.803 2.602  0.00
H: 2.944 0.995 2.320  0.00
H: 2.946 -0.507 5.095  0.00
H: 3.464 -1.170 3.543  0.00
H: 2.179 -1.978 4.490  0.00
H: 0.693 0.594 5.328  0.00
H: -0.049 -0.911 4.738  0.00
H: -0.411 0.640 3.953  0.00
H: 3.898 -4.219 -0.038  0.00
H: 4.455 -4.037 1.638  0.00
H: 5.622 -4.045 0.310  0.00
H: 3.874 -2.089 -1.585  0.00
H: 5.631 -2.218 -1.383  0.00
H: 4.805 -0.692 -1.048  0.00
H: 5.451 -1.862 2.401  0.00
H: 5.370 -0.434 1.346  0.00
H: 6.552 -1.716 1.019  0.00
H: 1.246 -2.211 -2.291  0.00
H: 0.803 -3.884 -2.637  0.00
H: 2.048 -3.535 -1.422  0.00
H: -1.210 -1.679 -1.771  0.00
H: -2.066 -2.655 -0.539  0.00
H: -1.638 -3.345 -2.112  0.00
H: 0.827 -4.895 0.246  0.00
H: -0.550 -5.205 -0.817  0.00
H: -0.817 -4.435 0.752  0.00
F: -4.388 -1.341 3.011  0.00
C: -3.278 -1.625 3.681  0.00
F: -3.581 -2.482 4.665  0.00
F: -2.811 -0.507 4.236  0.00
S: -2.021 -2.389 2.574  0.00
O: -2.741 -3.374 1.821  0.00
O: -0.977 -2.855 3.447  0.00
O: -1.628 -1.206 1.758  0.00
O: -1.044 1.920 2.175  0.00
C: -1.762 1.594 1.246  0.00
O: -1.289 0.813 0.280  0.00
C: -3.179 2.004 1.078  0.01
C: -4.100 1.068 0.597  0.15
C: -5.417 1.499 0.475  0.01
C: -5.825 2.790 0.722  0.07
C: -4.863 3.728 1.139  0.05
C: -3.537 3.304 1.374  0.09
N: -5.203 5.062 1.252  0.21
O: -6.393 5.417 0.977  0.20
O: -4.316 5.889 1.632  0.20
N: -6.429 0.526 0.029  0.00
O: -7.558 0.924 -0.196  0.00
O: -6.061 -0.612 -0.194  -0.01
H: -3.813 0.059 0.349  0.01
H: -6.846 3.101 0.580  0.01
H: -2.812 4.020 1.731  0.01
O: 4.975 0.432 -6.010  0.20
N: 4.900 0.756 -4.786  0.19
O: 5.901 1.153 -4.122  0.19
C: 3.683 0.653 -4.144  0.07
C: 3.564 0.972 -2.776  0.16
C: 2.354 0.805 -2.125  0.01
C: 1.209 0.353 -2.804  0.17
O: -0.044 0.261 -2.221  0.04
C: 1.376 0.029 -4.161  0.00
C: 2.555 0.182 -4.841  0.10
N: 0.259 -0.565 -4.906  0.00
O: 0.047 -0.155 -6.031  0.00
O: -0.383 -1.442 -4.360  0.00
N: 2.317 1.126 -0.750  0.33
O: 1.398 0.486 -0.013  0.01
O: 3.234 1.702 -0.148  0.40
H: 4.424 1.331 -2.235  0.01
H: 2.638 -0.077 -5.885  0.01
O: -2.217 1.284 -2.464  0.00
B: -0.868 1.362 -2.207  0.00
O: -0.438 2.650 -1.935  0.00
C: -1.610 3.385 -1.894  0.00
C: -1.784 4.702 -1.545  0.00
C: -3.095 5.179 -1.539  0.00
C: -4.165 4.360 -1.891  0.00
C: -3.972 3.026 -2.247  0.00
C: -2.679 2.563 -2.223  0.00
H: -0.944 5.322 -1.261  0.00
H: -3.294 6.190 -1.210  0.00
H: -5.171 4.756 -1.835  0.00
H: -4.799 2.371 -2.486  0.00

The calculated total energy comes out at -183510.01963 eV. The multiplicity is 4. As for the energy above the lowest of the compared OMol25 structures with the same formula, charge and spin: 30.2 kcal/mol. As for the frontier orbital gap (spin up / spin down): 4.1 / 7.3 eV. Its net charge is -2. Its LUMO energy (spin up / spin down) is 2.869 / 2.922 eV.

What is the formula in the second record? C32H36AlFN4OSeSi

Number 1 is which compound? C32H35NO5

What is the calculated total energy in the first record? -45476.97508 eV

What is the net charge in the second record? 0